{"formula": "C6H6F3N2O4S", "method": "ωB97M-V/def2-TZVPD", "symbols": ["N", "C", "C", "S", "F", "H", "C", "O", "N", "C", "F", "F", "H", "O", "O", "O", "H", "H", "C", "H", "C", "H"], "positions_angstrom": [[1.542, -0.353, -3.760], [-0.271, 2.431, 0.976], [0.213, 1.228, 0.258], [-0.501, 2.339, 2.776], [-0.911, -0.283, 2.859], [2.111, -1.372, -0.647], [-0.686, 0.292, -0.029], [-0.468, 3.534, 0.483], [-0.567, -0.632, -1.267], [1.241, -1.859, -0.188], [-1.575, 0.923, 4.600], [-2.775, 0.882, 2.736], [-1.419, -0.660, -1.806], [1.605, 0.808, -3.348], [1.931, -0.778, -4.838], [-0.110, -2.750, -1.999], [1.220, 1.219, -0.157], [0.939, -1.348, 0.739], [-1.496, 0.894, 3.224], [-1.632, 0.221, 0.523], [0.135, -1.835, -1.207], [1.472, -2.902, 0.071]], "lowdin_charge": [-0.455, -0.640, -0.066, 1.068, 0.063, 0.094, -0.052, 0.049, 0.106, -0.012, 0.039, 0.070, 0.128, -0.237, -0.202, 0.021, 0.136, 0.060, -0.823, 0.110, -0.542, 0.084], "de_lowest_kj_mol": 6.21, "e_tot_ev": -36474.4838, "multiplicity": 1, "homo_lumo_gap_ev": 4.38, "charge": -1, "homo_ha": -0.0847}